2 unconnected molecules or ions with the total composition C2H6S, computed with wB97M-V/def2-TZVPD.

ORCA input file:
```
! wB97M-V def2-TZVPD RIJCOSX def2/J DEFGRID3
* xyz 0 1
H -0.91 -0.89 -1.16
C 0.81 0.20 0.18
S -0.95 0.71 -0.07
H 1.54 0.75 -0.39
H 1.19 -1.68 -1.03
H 0.00 -1.78 0.30
H 1.84 -1.63 0.58
C 0.94 -1.33 0.00
H 1.04 0.37 1.21
*
```

Output
LUMO energy (eV): -0.478


A gas-phase ion, H3NO3P2 (charge -2), computed with wB97M-V/def2-TZVPD.

ORCA input file:
```
! wB97M-V def2-TZVPD RIJCOSX def2/J DEFGRID3
* xyz -2 1
O 3.13 0.27 1.27
H 0.17 -0.78 -1.57
O 2.24 1.37 -0.95
P -0.66 -0.53 -0.32
P 2.27 0.18 0.01
N 0.49 0.00 0.71
H -0.92 0.85 -1.08
H 0.56 -0.76 1.35
O 2.26 -1.21 -0.64
*
```

Output
LUMO energy (eV): 7.651
SMILES string: O=P([O-])([O-])NP


2 unconnected molecules or ions with the total composition C3H6INO, computed with wB97M-V/def2-TZVPD.

ORCA input file:
```
! wB97M-V def2-TZVPD RIJCOSX def2/J DEFGRID3
* xyz 0 1
H -2.17 1.61 1.59
H 1.68 -2.00 0.90
N 0.51 1.29 -1.48
H -0.84 1.37 0.66
I -3.02 0.02 -0.28
C 1.33 -0.83 -0.73
H -1.38 0.03 1.84
O 1.32 0.30 -1.27
H 1.64 -2.82 -0.67
C 1.41 -1.99 -0.13
H 1.12 2.14 -1.59
C -1.59 0.89 1.18
*
```

Output
LUMO energy (spin up / spin down) (eV): 0.165 / 0.170


A molecular structure, C30H48F15IN4O17PdS5, computed with wB97M-V/def2-TZVPD.

ORCA input file:
```
! wB97M-V def2-TZVPD RIJCOSX def2/J DEFGRID3
* xyz 0 3
F -13.71 -5.66 21.38
O -21.68 -4.13 15.23
H -13.85 3.52 21.22
C -13.60 -0.03 23.38
H -24.07 -10.16 7.68
O -14.88 -2.99 19.40
C -15.29 -0.20 20.73
O -19.16 -6.68 21.85
C -19.11 -8.37 15.86
H -13.74 -0.55 24.33
H -20.74 -7.29 12.34
H -25.03 -7.79 20.75
H -15.86 -1.82 22.62
H -22.61 -11.17 7.39
C -19.09 -4.13 22.90
N -19.92 -3.99 12.16
F -16.25 -2.07 13.63
O -15.61 2.66 20.47
H -22.08 -9.17 19.62
H -14.80 -1.16 20.89
H -22.15 -10.48 22.13
H -17.38 1.32 22.95
I -18.89 -1.62 19.02
O -17.43 -4.13 16.54
S -15.24 -4.40 19.49
O -15.34 -4.63 15.32
C -14.61 3.73 20.47
F -15.04 -4.10 22.21
C -16.95 -0.92 24.24
O -21.22 -5.47 22.07
C -16.44 2.72 21.55
O -19.98 -8.67 18.39
O -19.61 -4.78 20.36
H -23.84 -10.58 22.66
H -17.60 0.91 21.23
Pd -18.46 -4.45 18.39
H -15.25 1.25 23.99
C -24.81 -8.85 20.81
C -21.23 -9.35 8.74
O -16.66 -4.58 19.22
S -16.72 -4.16 15.25
O -23.36 -7.46 18.58
C -20.08 -5.22 12.75
H -17.73 -1.65 24.40
F -20.27 -7.82 15.47
N -23.41 -8.89 21.44
H -22.73 -5.81 8.92
F -24.12 -3.70 17.47
H -19.53 -2.80 10.48
H -21.59 -6.79 19.23
H -17.17 3.45 21.20
C -22.56 -7.12 19.61
C -14.75 0.85 23.11
H -13.99 3.67 19.57
H -23.08 -6.95 17.82
H -13.37 -0.79 22.63
H -16.10 -1.03 24.92
O -22.34 -6.00 16.76
H -15.08 4.71 20.59
C -23.04 -10.17 7.31
H -17.40 -1.13 22.06
H -19.92 -5.16 13.81
F -17.85 -3.87 22.40
H -23.01 -9.78 6.29
F -19.89 -3.00 22.84
C -14.94 -5.07 21.27
C -21.21 -7.14 9.67
H -22.29 -7.89 23.06
O -18.63 -6.60 17.90
F -19.00 -9.67 15.61
O -14.45 -5.22 18.59
H -12.71 0.54 23.64
C -22.24 -6.77 8.82
C -20.16 -4.88 10.01
F -19.12 -4.45 24.20
H -16.02 -0.39 19.94
N -22.35 -9.08 8.06
H -20.13 -4.72 8.94
C -23.28 -7.97 22.62
C -16.55 -2.28 14.90
C -22.30 -8.44 20.40
H -25.53 -9.27 21.51
H -20.05 -3.04 14.00
C -19.82 -3.78 10.84
S -21.66 -4.64 16.61
H -23.57 -7.56 7.32
C -20.50 -6.32 11.93
H -16.05 3.16 22.47
H -17.42 0.04 24.48
C -16.56 -0.99 22.74
H -20.27 -1.98 12.62
F -15.57 -1.81 15.66
F -22.63 -2.06 17.15
C -16.91 1.34 21.97
H -23.48 -11.06 21.04
N -15.83 0.29 22.15
H -23.65 -6.98 22.35
H -14.19 1.66 22.63
S -18.78 -8.07 17.77
O -20.34 -4.61 17.26
F -22.58 -3.35 18.92
C -22.81 -7.82 8.04
S -19.84 -5.37 21.71
C -20.62 -6.11 10.56
C -22.81 -3.34 17.60
O -17.45 -4.67 14.06
H -24.82 -9.31 19.82
O -17.55 -8.81 18.22
H -22.99 -6.24 20.09
F -18.13 -7.74 15.20
H -23.92 -8.40 23.39
H -21.37 -8.24 20.93
F -17.64 -1.68 15.23
C -20.64 -8.39 9.58
H -18.61 -2.54 13.15
H -14.57 0.53 20.35
H -20.80 -10.34 8.66
F -15.88 -6.06 21.51
C -23.18 -10.35 21.82
C -19.66 -2.80 13.01
H -19.77 -8.69 10.14
*
```

Output
LUMO energy (spin up / spin down) (eV): -3.512 / -3.512
⟨S²⟩: 2.005